No. 1
Here is a 7-piece molecular cluster, C20H40O20 overall in a non-equilibrium geometry from OMol25. Energies are from ωB97M-V/def2-TZVPD.

Last column: Mulliken charge in e.
Positions of all 80 atoms, in Å:
O: -3.85 -1.95 0.03  -1.007
C: -2.64 -1.33 0.19  2.023
C: -2.38 0.17 -0.05  0.182
O: -2.96 1.08 0.81  -0.971
H: -1.88 -1.81 -0.51  -0.681
H: -2.06 -1.67 1.07  -1.035
H: -2.57 0.51 -1.10  0.192
H: -1.27 0.36 0.03  -0.472
C: 2.24 5.33 4.96  -0.747
O: 2.29 4.39 3.93  -0.349
C: 1.16 4.03 3.32  0.915
O: 0.06 4.37 3.63  -0.589
O: 1.48 3.22 2.32  -0.286
C: 0.40 2.57 1.65  -0.377
H: 1.35 5.95 4.89  0.341
H: 3.13 5.95 5.01  0.253
H: 2.14 4.80 5.92  0.257
H: -0.34 3.32 1.37  0.291
H: -0.13 1.82 2.24  0.157
H: 0.67 1.98 0.77  0.065
C: -3.82 -4.25 3.60  -0.772
O: -2.61 -4.48 2.93  -0.243
C: -2.52 -5.12 1.77  0.785
O: -3.40 -5.81 1.32  -0.629
O: -1.44 -4.75 1.13  -0.190
C: -1.33 -5.02 -0.24  -0.530
H: -4.29 -3.37 3.16  0.315
H: -3.59 -4.13 4.66  0.234
H: -4.57 -5.03 3.44  0.347
H: -0.60 -4.34 -0.68  -0.074
H: -2.32 -4.81 -0.67  0.355
H: -1.24 -6.09 -0.47  0.381
C: 2.33 1.16 5.76  -0.712
O: 1.87 -0.08 5.22  -0.396
C: 0.64 0.01 4.61  0.890
O: -0.07 0.98 4.68  -0.578
O: 0.36 -1.17 4.10  -0.380
C: -0.88 -1.25 3.36  -0.103
H: 2.98 1.64 5.03  0.240
H: 2.88 0.96 6.68  0.314
H: 1.49 1.81 5.99  0.325
H: -0.81 -2.21 2.85  -0.028
H: -1.02 -0.42 2.66  0.082
H: -1.75 -1.34 4.01  0.258
C: -0.12 -2.72 -3.63  -0.608
O: 0.17 -1.71 -4.64  -0.301
C: -0.86 -0.99 -5.05  0.832
O: -2.00 -1.09 -4.70  -0.560
O: -0.42 -0.11 -5.95  -0.347
C: -1.35 0.61 -6.74  -0.684
H: -0.54 -2.24 -2.74  0.202
H: 0.82 -3.10 -3.27  0.244
H: -0.81 -3.40 -4.12  0.376
H: -2.24 0.01 -6.95  0.321
H: -0.84 0.85 -7.66  0.227
H: -1.64 1.50 -6.18  0.262
C: 0.61 1.41 -2.72  -0.481
O: 1.23 2.69 -2.75  -0.249
C: 0.56 3.66 -3.33  0.822
O: -0.61 3.67 -3.61  -0.556
O: 1.37 4.70 -3.52  -0.361
C: 0.75 5.94 -3.86  -0.686
H: 0.92 0.81 -1.87  0.046
H: 0.72 0.85 -3.66  0.106
H: -0.48 1.52 -2.71  0.464
H: -0.21 5.95 -3.35  0.339
H: 0.52 6.00 -4.93  0.257
H: 1.41 6.73 -3.51  0.231
C: 3.82 -0.76 -3.06  -0.392
O: 3.35 -1.83 -2.24  -0.409
C: 2.80 -1.47 -1.09  0.955
O: 2.77 -0.37 -0.64  -0.562
O: 2.24 -2.53 -0.56  -0.377
C: 1.49 -2.32 0.62  -0.381
H: 2.90 -0.26 -3.38  0.054
H: 4.39 -1.17 -3.89  0.261
H: 4.42 0.00 -2.57  0.282
H: 0.83 -3.15 0.89  0.073
H: 0.80 -1.47 0.50  0.170
H: 2.10 -2.20 1.51  0.378

As for the total charge: -2. The calculation puts the LUMO energy at 4.01 eV. The value obtained for the relative energy (zero: lowest compared OMol25 entry of this formula, charge and spin) is 0.1675 eV. For the total energy, the calculation gives -2290.70959 Eh. As for the orbital gap: 2.78 eV.

---

No. 2
Here is a 2-piece molecular cluster, C3H9NO2 overall in a non-equilibrium geometry from OMol25. Energies are from ωB97M-V/def2-TZVPD.

Last column: natural (NBO) charge in e.
Positions of all 15 atoms, in Å:
C: -1.52 1.00 0.27  0.536
N: -1.40 -0.36 0.16  -0.441
C: -0.13 -1.03 0.28  -0.417
C: -2.51 -1.16 -0.26  -0.403
O: -0.62 1.69 0.67  -0.603
H: -2.51 1.35 -0.02  0.109
H: 0.22 -1.34 -0.70  0.190
H: -0.28 -1.95 0.86  0.192
H: 0.65 -0.49 0.81  0.242
H: -3.42 -0.57 -0.16  0.208
H: -2.65 -2.06 0.34  0.200
H: -2.45 -1.47 -1.32  0.187
H: 5.29 1.64 0.25  0.468
H: 5.99 2.31 -0.93  0.467
O: 5.34 2.45 -0.25  -0.935

As for the structure (SMILES): CN(C)C=O.O. The calculation puts the LUMO energy at 0.81 eV. The value obtained for the relative energy (zero: lowest compared OMol25 entry of this formula, charge and spin) is 1.1486 eV. For the total energy, the calculation gives -324.93040 Eh. As for the orbital gap: 10.10 eV.